No. 1
The following is a quantum chemistry calculation of a molecular structure, C34H28Br2N11O3RbS2Se, from the OMol25 dataset.

XYZ file:
```
82
Properties=species:S:1:pos:R:3:forces:R:3:lowdin_charge:R:1
Rb -1.02862 -0.94368 -0.64766 0.1 -0.1 -0.4 0.774
C 2.75131 2.62378 -0.02481 0.0 0.0 0.1 -0.043
C 2.15780 1.48338 -0.81022 0.1 0.1 0.1 -0.292
N 1.25421 1.63368 -1.70290 0.0 0.1 -0.1 0.065
N 0.80365 2.92929 -1.86094 0.1 -0.2 0.0 -0.065
C 0.68286 3.34741 -3.09093 -0.1 0.1 0.1 -1.069
N 0.20432 4.66558 -3.17214 0.0 0.0 0.0 -0.003
S 1.03637 2.57294 -4.58034 0.0 0.0 0.0 0.384
C 2.67182 0.10615 -0.55397 0.0 -0.1 0.0 -0.208
C 3.89266 -0.09406 0.10064 0.0 0.0 0.0 -0.028
C 4.37472 -1.37831 0.28330 0.0 0.0 0.0 -0.100
C 3.62408 -2.45250 -0.15735 0.0 0.0 0.0 -0.076
C 2.41464 -2.16946 -0.77535 0.0 0.0 0.0 -0.150
N 1.95892 -0.94400 -0.98298 -0.1 0.1 0.1 0.063
H 2.49813 3.56389 -0.50400 0.0 0.0 0.0 0.063
H 3.83510 2.55557 0.06296 0.0 0.0 -0.1 0.054
H 2.32590 2.62909 0.98245 0.1 0.0 0.0 0.067
H -0.38017 4.93526 -2.39100 0.0 0.0 0.0 0.040
H -0.18115 4.87100 -4.08025 0.0 0.0 0.0 0.031
H 4.46810 0.74326 0.46160 0.0 0.0 0.0 0.092
H 5.32508 -1.53416 0.78170 0.0 0.0 0.0 0.099
H 3.94267 -3.47598 -0.01321 0.0 0.0 0.0 0.096
H 1.77416 -2.97690 -1.11823 0.0 0.0 0.0 0.116
C 0.87484 -1.32067 -4.29890 0.0 0.0 0.0 -0.034
C -0.30366 -2.20917 -4.55965 0.0 0.0 0.0 -0.323
C -0.48297 -2.80244 -5.83143 0.0 0.0 0.0 -0.031
C -1.57977 -3.57454 -6.06945 0.0 0.0 0.0 -0.055
C -2.53922 -3.76910 -5.05036 0.0 0.0 -0.1 -0.211
C -3.71995 -4.53972 -5.20186 0.0 0.0 0.0 -0.654
Br -4.10161 -5.42896 -6.85140 0.0 0.0 0.0 0.660
C -4.61201 -4.65747 -4.17230 0.0 0.0 0.0 -0.222
C -4.37385 -4.02489 -2.95549 0.0 0.0 0.0 -0.619
Br -5.66987 -4.22245 -1.57515 0.0 0.0 0.0 0.683
C -3.23131 -3.23621 -2.67191 0.1 0.0 0.0 -0.477
O -3.01563 -2.66355 -1.58430 0.0 0.0 0.0 -0.197
C -2.28815 -3.13665 -3.80919 0.0 0.0 0.1 -0.129
N -1.17489 -2.39072 -3.59345 -0.1 0.0 0.0 0.148
H 1.73527 -1.62028 -4.90141 0.0 0.0 0.0 0.075
H 1.14620 -1.32920 -3.24510 0.0 0.0 0.0 0.043
H 0.64757 -0.27899 -4.54392 0.0 0.0 0.0 0.029
H 0.25591 -2.63003 -6.60458 0.0 0.0 0.0 0.103
H -1.73264 -4.03794 -7.03569 0.0 0.0 0.0 0.064
H -5.51377 -5.24224 -4.29691 0.0 0.0 0.0 0.080
N 4.30708 -1.36567 6.70218 0.0 0.0 0.0 0.068
C 3.25996 -1.36326 5.75878 0.0 0.0 0.0 -0.336
C 3.54152 -1.36958 4.39372 0.0 0.0 0.0 -0.036
C 2.51282 -1.33279 3.46827 0.0 0.0 0.0 -0.044
C 1.19483 -1.28288 3.89508 0.0 0.0 0.0 -0.281
C 0.90561 -1.25754 5.24726 0.0 0.0 0.0 -0.062
C 1.93346 -1.30276 6.17692 0.0 0.0 0.0 -0.045
S -0.09721 -1.23522 2.67692 0.0 0.0 0.0 0.523
O 0.22213 -2.29025 1.72953 0.0 0.0 0.1 -0.396
O -1.34737 -1.36829 3.39348 0.0 0.0 0.0 -0.330
N 0.06331 0.11748 1.86886 -0.1 -0.1 0.2 -0.155
C -0.11972 1.32136 2.45057 0.1 0.0 -0.1 -0.468
N -0.09051 2.36550 1.57883 -0.1 0.0 0.1 0.136
C -0.20625 3.57374 2.08189 0.0 0.0 0.0 -0.168
C -0.36995 3.82085 3.44395 0.0 0.0 0.0 -0.093
C -0.39336 2.69694 4.24767 0.0 0.0 0.0 -0.165
N -0.26678 1.46128 3.78675 0.0 0.0 0.0 0.129
H 5.15178 -1.79285 6.35429 0.0 0.0 0.0 0.072
H 4.04351 -1.77059 7.58735 0.0 0.0 0.0 0.072
H 4.57269 -1.40345 4.05701 0.0 0.0 0.0 0.103
H 2.72619 -1.34534 2.40775 0.0 0.0 0.0 0.094
H -0.12936 -1.19399 5.55470 0.0 0.0 0.0 0.108
H 1.70784 -1.28077 7.23812 0.0 0.0 0.0 0.101
H -0.16402 4.38958 1.36423 0.0 0.0 0.0 0.109
H -0.47225 4.82058 3.84226 0.0 0.0 0.0 0.080
H -0.50971 2.79024 5.32592 0.0 0.0 0.0 0.096
Se -2.40136 2.51100 -2.69560 -0.1 0.1 0.1 1.167
N -2.83395 1.32440 -1.46963 0.1 0.0 0.0 -0.275
C -3.10215 1.98830 -0.35723 -0.1 0.0 0.1 -0.405
C -3.43487 1.37516 0.89336 0.0 0.0 -0.1 -0.023
C -3.68651 2.16884 1.96078 0.0 0.0 0.0 -0.076
C -3.64846 3.59919 1.85441 0.0 0.0 0.0 -0.098
C -3.33980 4.22085 0.69120 0.0 0.0 0.0 -0.046
C -3.03614 3.42517 -0.45855 0.0 0.0 0.0 -0.399
N -2.69933 3.90659 -1.64467 0.0 0.0 -0.1 -0.223
H -3.46918 0.29566 0.96747 0.0 0.0 0.0 0.115
H -3.90445 1.71885 2.92098 0.0 0.0 0.0 0.106
H -3.85214 4.18831 2.74042 0.0 0.0 0.0 0.096
H -3.29490 5.29937 0.61081 0.0 0.0 0.0 0.105
```
Positions in Å, forces in eV/Å.

Charge: -2
Frontier orbital gap (eV): 5.85



No. 2
The following is a quantum chemistry calculation of a molecular structure, C34H28BrIN3OPRu, from the OMol25 dataset.

XYZ file:
```
70
Properties=species:S:1:pos:R:3:forces:R:3:nbo_charge:R:1
Ru 9.98433 15.88828 11.41733 -1.0 -3.1 2.8 1.041
I 11.58557 16.20900 9.30698 2.6 -0.3 -1.2 0.444
C 12.63714 17.46862 10.74702 -1.3 1.1 -0.2 -0.082
C 13.87214 17.18271 11.25402 1.5 -0.2 0.7 -0.242
C 14.70798 18.25301 11.70654 0.1 -1.0 0.3 -0.106
C 14.19710 19.54458 11.85077 0.7 0.1 -1.0 -0.057
C 12.97817 19.88076 11.25232 -0.4 -1.3 -0.1 -0.116
C 12.64256 21.20956 10.91742 0.2 0.8 1.3 0.010
C 11.46793 21.43318 10.24039 -2.2 0.2 -1.8 -0.188
C 10.58528 20.39449 9.87697 -0.2 1.2 0.6 -0.117
C 10.81641 19.09195 10.32348 1.5 0.1 0.1 -0.204
P 9.53519 17.88868 10.68533 -2.0 4.6 -1.4 0.940
C 8.56292 17.95976 9.18481 0.5 -0.6 -1.0 -0.438
C 8.98047 18.48259 7.94852 -0.8 0.1 -0.7 -0.202
C 8.16406 18.37043 6.79151 0.8 0.4 0.9 -0.176
C 7.01496 17.58650 6.83849 0.6 0.3 1.4 -0.140
C 6.62521 17.02612 8.06776 0.3 -0.7 -0.1 -0.188
C 7.41273 17.19054 9.21392 -1.6 -0.7 0.7 -0.219
C 8.59999 18.94300 11.87047 0.9 -0.8 -0.6 -0.361
C 9.17539 19.15139 13.11211 1.1 0.0 0.1 -0.214
C 8.45916 19.73915 14.14016 0.5 0.4 0.1 -0.191
C 7.24248 20.36129 13.81645 -0.1 -0.7 0.7 -0.165
C 6.70589 20.18636 12.54542 -0.4 0.7 -0.2 -0.114
C 7.36865 19.45380 11.58073 -1.4 0.3 -1.2 -0.222
C 12.11203 18.79604 10.80676 0.9 0.4 -0.1 -0.073
H 14.18815 16.13738 11.35408 0.3 0.5 -0.5 0.269
H 15.79841 18.10497 11.89656 -1.2 -0.2 0.2 0.281
H 14.84723 20.31622 12.26670 -0.2 -0.1 -0.1 0.266
H 13.25777 22.07838 11.25719 -0.4 -1.0 -0.4 0.275
H 11.09971 22.41989 9.92279 0.7 -0.3 0.4 0.274
H 9.64542 20.62110 9.34586 0.6 0.1 0.5 0.267
H 9.92154 18.99842 7.80033 0.0 0.0 0.3 0.219
H 8.47656 18.95693 5.91028 -0.3 -0.8 0.3 0.254
H 6.46258 17.41683 5.95479 -0.7 -0.1 -0.7 0.249
H 5.76519 16.34914 8.12301 0.2 0.5 -0.1 0.246
H 7.05717 16.72740 10.19252 0.4 0.6 -1.3 0.226
H 10.27524 19.01723 13.15385 -0.7 -0.5 0.7 0.203
H 8.93841 19.73679 15.13284 -0.6 0.5 -0.5 0.246
H 6.70578 20.92850 14.57978 0.1 -0.2 -0.3 0.257
H 5.78467 20.67486 12.22689 0.1 -0.1 0.4 0.241
H 6.90924 19.37196 10.57213 0.4 -0.1 0.9 0.245
C 10.81734 15.25613 16.52629 -0.3 -0.3 -1.3 -0.635
C 9.60527 15.34891 15.61414 0.0 -0.4 -0.8 0.015
C 8.32172 14.82136 15.97370 2.1 0.6 0.2 -0.099
C 7.37080 14.83126 14.99915 -1.9 -0.1 0.3 -0.249
C 7.67917 15.13088 13.66965 0.3 -0.3 0.4 0.164
Br 6.28074 14.62861 12.49947 0.5 0.5 -0.5 0.151
N 8.86976 15.61012 13.29716 -0.6 0.5 1.5 -0.598
C 9.75783 15.87384 14.32260 -1.1 -1.7 0.6 -0.011
H 11.07965 14.17313 16.69334 -0.2 1.2 -0.1 0.260
H 10.52870 15.73677 17.43282 0.3 0.2 1.0 0.250
H 11.65083 15.80267 16.03842 -0.3 -0.5 0.6 0.217
H 8.20948 14.44664 17.00836 -0.4 0.3 -0.8 0.269
H 6.30348 14.62430 15.22826 1.0 -0.2 -0.1 0.271
H 10.66406 16.39260 14.08377 0.5 0.2 -0.4 0.199
N 9.00440 9.29383 9.42423 0.5 -0.6 -0.5 -0.799
C 9.78453 9.46765 10.55204 0.3 -3.8 0.0 0.613
O 10.51128 8.55151 11.05122 -2.3 3.9 -1.5 -0.540
C 9.65863 10.88339 11.05401 1.4 0.0 0.5 -0.013
C 8.72581 11.81082 10.61212 0.9 1.9 0.8 -0.217
C 8.96389 13.18614 10.80146 0.8 -0.9 0.0 0.042
N 10.06017 13.66130 11.43752 0.5 -1.1 -0.6 -0.594
C 10.93489 12.73992 11.89872 0.0 -1.1 1.0 0.050
C 10.74695 11.34627 11.80005 0.1 1.5 -0.2 -0.179
H 9.15138 8.43539 8.82037 -0.4 1.5 1.3 0.449
H 8.41307 10.06502 9.06591 0.9 -1.3 0.2 0.395
H 7.81835 11.56407 10.15435 -1.1 -0.5 -0.8 0.241
H 8.37903 13.96684 10.32566 -0.6 -0.3 0.1 0.202
H 11.82754 13.02922 12.46596 -0.4 0.5 -0.4 0.219
H 11.50624 10.69032 12.24387 -0.5 0.1 -0.5 0.287
```
Positions in Å, forces in eV/Å.

Charge: +3
Spin multiplicity: 6
<S²>: 8.794
Frontier orbital gap (alpha / beta) (eV): 6.04 / 3.88



No. 3
The following is a quantum chemistry calculation of a molecular structure, C34H28Cl2FIrN7O5, from the OMol25 dataset.

XYZ file:
```
78
Properties=species:S:1:pos:R:3:forces:R:3:mulliken_spin:R:1
Ir -0.75376 0.09939 3.02092 -0.6 0.2 0.5 0.036
Cl 5.61958 1.50658 5.01043 0.0 0.0 0.0 0.010
C 4.19652 0.68396 4.52794 0.1 -0.1 0.0 0.029
C 3.08635 1.40544 4.20613 -0.1 0.1 -0.1 0.019
C 1.91818 0.72818 3.79071 0.2 0.0 0.1 0.150
N 0.74568 1.30722 3.50165 0.3 0.6 -1.0 0.261
C 0.34472 2.63257 3.71503 -0.3 -0.5 1.3 -0.027
O 0.92042 3.62947 3.39417 -0.2 0.0 0.0 0.044
C -0.94538 2.52887 4.55598 -0.1 -0.3 -0.4 -0.007
C -1.61097 3.64679 4.99116 0.1 0.0 0.2 0.004
C -2.77069 3.48330 5.74674 0.1 0.1 0.0 0.001
C -3.21059 2.20960 6.04196 0.0 0.1 0.0 0.000
C -2.50559 1.12148 5.54958 0.2 -0.2 -0.2 0.003
N -1.40692 1.26283 4.81197 0.5 0.1 -0.8 0.006
C 1.89459 -0.71125 3.76301 0.3 0.0 0.0 0.218
C 3.05216 -1.42982 4.09331 -0.1 0.1 -0.1 -0.077
C 4.18274 -0.74493 4.46302 0.0 0.1 0.0 0.135
Cl 5.58679 -1.62782 4.87340 0.0 0.0 0.0 0.031
N 0.67092 -1.21455 3.46574 -0.3 -0.2 0.4 0.117
C 0.32267 -2.54340 3.36261 0.1 0.1 0.0 -0.035
O 1.05719 -3.49588 3.49351 0.0 0.0 0.0 0.067
C -1.14954 -2.71886 3.05233 0.0 0.0 0.0 0.004
C -1.70131 -3.98079 2.99853 0.0 0.0 0.0 0.000
C -3.05904 -4.10651 2.73855 0.0 0.0 0.0 0.000
C -3.81726 -2.96555 2.53920 0.0 0.0 0.0 0.004
C -3.20040 -1.72709 2.60283 0.0 0.0 0.0 -0.002
N -1.89623 -1.61164 2.85452 -0.3 -0.1 0.0 0.000
H 3.10657 2.48480 4.24320 0.0 0.0 0.0 -0.002
H -1.21326 4.62219 4.74899 0.0 0.0 0.0 0.001
H -3.31898 4.34624 6.09910 0.0 0.0 0.0 0.000
H -4.10422 2.04634 6.62685 0.0 0.0 0.0 0.000
H -2.83933 0.10930 5.73615 0.0 0.0 -0.1 0.001
H 3.04706 -2.50637 4.07599 0.0 0.0 0.0 -0.003
H -1.05836 -4.83271 3.17004 0.0 0.0 0.0 0.000
H -3.51948 -5.08433 2.69841 0.0 0.0 0.0 0.000
H -4.87843 -3.02293 2.34386 0.0 0.0 0.0 0.000
H -3.73866 -0.79756 2.46935 0.0 0.0 0.0 0.000
C -1.07134 3.29598 -3.91196 0.0 0.0 0.0 0.000
C -2.01692 2.17592 -3.51330 0.0 0.0 0.0 0.000
N -1.55133 1.45098 -2.31616 0.0 0.0 0.0 0.001
C -2.08164 1.76205 -1.13268 0.0 0.0 0.0 0.000
C -1.71522 1.22845 0.08286 0.0 0.0 0.0 -0.003
C -2.51351 1.79043 1.25563 0.2 0.2 0.1 -0.002
O -3.30010 2.68399 1.01836 -0.1 -0.1 -0.1 0.000
O -2.31768 1.30792 2.43780 0.1 0.0 -0.3 -0.001
C -0.67658 0.27444 0.09324 0.1 0.0 0.0 -0.012
O -0.16412 -0.29956 1.10705 -0.1 -0.2 0.3 0.027
C -0.09487 -0.08418 -1.19451 0.0 0.0 0.0 0.006
C 0.93637 -1.02959 -1.25389 0.0 0.0 0.0 0.001
C 1.50977 -1.34554 -2.44805 0.0 0.0 0.0 0.001
F 2.53164 -2.22039 -2.45568 0.0 0.0 0.0 0.000
C 1.08773 -0.76948 -3.66203 0.0 0.0 0.0 -0.001
C 0.05809 0.15172 -3.60195 0.0 0.0 0.0 0.000
C -0.52809 0.51623 -2.38176 0.0 0.0 0.0 0.001
N 1.66074 -1.08893 -4.91300 0.0 0.0 0.0 0.000
C 2.16031 -0.01147 -5.75621 0.0 0.0 0.0 0.000
C 1.73901 -0.29499 -7.20271 0.0 0.0 0.0 0.000
N 1.60025 -1.78997 -7.36118 0.0 0.0 0.0 0.000
C 2.67803 -2.50940 -6.60393 0.0 0.0 0.0 0.000
C 2.43452 -2.31468 -5.09965 0.0 0.0 0.0 0.000
H -1.46373 3.81419 -4.78632 0.0 0.0 0.0 0.000
H -0.07308 2.92657 -4.14936 0.0 0.0 0.0 0.000
H -0.97727 4.02177 -3.10452 0.0 0.0 0.0 0.000
H -2.16980 1.45341 -4.31365 0.0 0.0 0.0 0.000
H -2.99754 2.57640 -3.26720 0.0 0.0 0.0 0.000
H -2.86757 2.50753 -1.12521 0.0 0.0 0.0 0.000
H 1.30269 -1.48845 -0.34643 0.0 0.0 0.0 -0.001
H -0.30019 0.58524 -4.52418 0.0 0.0 0.0 0.000
H 3.25142 0.06530 -5.68248 0.0 0.0 0.0 0.000
H 1.75363 0.94539 -5.44160 0.0 0.0 0.0 0.000
H 2.47912 0.04512 -7.92415 0.0 0.0 0.0 0.000
H 0.77291 0.13992 -7.44985 0.0 0.0 0.0 0.000
H 1.61307 -2.04632 -8.34860 0.0 0.0 0.0 0.000
H 0.69544 -2.07235 -6.98054 0.0 0.0 0.0 0.000
H 3.62080 -2.07702 -6.93310 0.0 0.0 0.0 0.000
H 2.66192 -3.55960 -6.88378 0.0 0.0 0.0 0.000
H 3.40841 -2.29520 -4.60577 0.0 0.0 0.0 0.000
H 1.87096 -3.15442 -4.69638 0.0 0.0 0.0 0.000
```
Positions in Å, forces in eV/Å.

Charge: +2
Spin multiplicity: 2
<S²>: 0.771
Frontier orbital gap (alpha / beta) (eV): 6.60 / 6.26



What is the charge in the second record? +3